This record from OMol25 describes a molecular structure, C18H18Co2NO6 in a non-equilibrium geometry. The level of theory is ωB97M-V/def2-TZVPD.

Geometry (Å):
O: 1.1927 4.7736 -5.6984
C: -0.4560 -2.4471 1.9275
C: 1.8230 1.4393 -3.7424
C: -0.8521 4.6040 -0.4956
C: -3.1864 3.4728 -1.6613
H: 3.6845 -3.4320 1.2339
H: -1.0581 -0.3953 1.5025
H: -3.3449 -1.6269 0.9293
Co: -1.4770 3.7707 -1.9879
O: 2.3247 0.4105 -3.9331
Co: 1.0440 2.9768 -3.3941
N: 0.8769 -2.3730 1.9541
H: -0.9433 -4.1754 3.1740
O: -4.3113 3.2748 -1.4871
C: 1.7435 -3.5194 2.1708
C: -2.6681 -3.4063 2.0432
O: -0.5394 5.2677 0.3933
H: -3.2128 -3.7026 2.9434
H: -0.4153 0.0033 -1.8476
H: 3.5221 -0.9278 2.7497
C: 1.9457 3.7470 -2.0849
C: -0.6403 0.9169 -1.2894
C: 1.1220 4.0572 -4.7890
H: 3.5528 -1.1272 0.9837
C: -1.0500 2.0190 -1.9442
H: -0.8760 -4.5404 1.4521
C: 3.1759 -2.9735 2.0844
C: 3.0695 -1.4538 1.9069
H: 1.3113 -0.5900 0.9067
H: -3.2570 -1.3956 2.6803
H: -3.0913 -3.9326 1.1827
O: -1.6312 6.0688 -3.7635
O: 2.5794 4.2454 -1.2487
C: -1.3426 -1.4227 1.7087
H: -1.4514 2.3366 -4.1283
H: 1.2851 -0.4294 2.6671
C: -1.5638 5.1475 -3.0666
H: -0.4486 0.9874 -0.2177
C: 1.5712 -1.1088 1.8447
C: -0.9024 2.6052 -3.2220
H: 1.5587 -4.3008 1.4153
C: -2.7541 -1.8638 1.8224
H: 1.5476 -3.9858 3.1521
H: 3.7170 -3.2283 2.9969
C: -1.1743 -3.7660 2.1761

Charge: -1
HOMO level: -0.13986 Eh

***

This record from OMol25 describes 2 unconnected molecules or ions with the total composition C2H7N3O2 in a non-equilibrium geometry. The level of theory is ωB97M-V/def2-TZVPD.

Geometry (Å):
H: -2.1240 2.4794 0.6626
O: -2.8345 -1.0203 -0.6258
H: 1.4427 0.5724 -0.7745
H: -0.0617 1.2859 -1.4046
H: 0.2646 -0.4493 -1.6303
H: 1.1224 -0.8896 1.4363
N: -1.2304 0.8521 0.8392
O: -1.3323 2.1063 0.2541
C: 0.1149 -1.0373 1.0319
N: -0.2954 0.1197 0.2890
H: 0.1187 -1.9169 0.3842
H: -0.5813 -1.1929 1.8554
N: -3.2258 0.0062 -0.1840
C: 0.3753 0.3991 -0.9496

Spin multiplicity: 3
HOMO level (spin up / spin down): -0.24581 / -0.36679 Eh
Expectation value of S²: 2.007

***

This record from OMol25 describes C6H3N3OS2 in the gas phase in a non-equilibrium geometry. The level of theory is ωB97M-V/def2-TZVPD.

Geometry (Å):
N: 2.1436 1.2179 0.2147
N: -1.8718 0.7925 -0.1131
C: -3.2762 0.8355 0.0232
H: 3.1105 -2.0165 -0.3674
O: -3.8328 1.9205 0.0337
C: 2.8090 0.1992 0.3890
S: -2.1767 -1.8796 0.1964
H: -0.0131 1.7886 -0.1039
H: 3.9195 0.3692 0.3433
C: -1.2830 -0.2967 -0.1184
N: 1.0326 -1.4957 -0.2697
S: -4.0481 -0.7553 0.0586
C: 0.8105 0.8697 -0.1298
C: 0.3062 -0.3553 -0.1091
C: 2.3700 -1.1940 -0.0474

SMILES: O=c1nc(-c2cnccn2)ss1
HOMO level: -0.35224 Eh

***

This record from OMol25 describes 2 unconnected molecules or ions with the total composition C5H14O4. The level of theory is ωB97M-V/def2-TZVPD.

Geometry (Å):
C: 1.2167 1.0556 1.5982
H: -2.6849 -0.9695 -0.9938
C: 0.9377 -0.0692 0.6001
H: 2.2820 1.1180 1.8063
O: -2.8893 0.2631 -2.4275
H: -0.9599 0.8229 0.0562
C: 1.6330 0.2456 -0.7289
O: -0.9739 -1.1564 -0.5324
O: -2.6398 1.5206 -1.8680
H: 2.5352 -1.3893 1.2269
H: -3.4692 2.0174 -1.9519
H: -0.5398 -0.9660 -1.3735
H: 0.6943 0.8762 2.5351
H: 1.5771 -0.5985 -1.4146
H: 1.0378 -1.5852 2.1416
H: 2.6853 0.4587 -0.5567
H: -1.0759 -0.4182 1.3267
H: 0.8873 2.0125 1.1994
H: 1.1822 1.1160 -1.2029
C: 1.4505 -1.4001 1.1526
O: -3.4565 -0.5805 -1.4822
C: -0.5836 -0.1544 0.3876
H: 1.1539 -2.2193 0.5015

SMILES: CC(C)(C)CO.OOO
HOMO level: -0.38478 Eh

***

This record from OMol25 describes 2 unconnected molecules or ions with the total composition C3H3BrClNS in a non-equilibrium geometry. The level of theory is ωB97M-V/def2-TZVPD.

Geometry (Å):
S: 2.4793 0.5230 -0.5995
C: -0.7327 1.1853 -0.1544
H: -0.3341 1.0434 1.9145
H: 0.1756 1.6753 -0.4782
Br: -1.3349 0.3784 -1.7473
C: -0.8513 0.5854 1.0153
C: 1.5858 -0.7444 -0.5078
H: 0.1667 -2.2999 -0.3552
Cl: -2.0149 -0.6797 1.2209
N: 0.8605 -1.6666 -0.3083

SMILES: Cl/C=C\Br.N=C=S
HOMO level: -0.34817 Eh

***

This record from OMol25 describes C3H6O4 in the gas phase in a non-equilibrium geometry. The level of theory is ωB97M-V/def2-TZVPD.

Geometry (Å):
C: 0.4775 -1.5014 0.0753
H: 2.6717 0.8734 0.1540
C: -0.7593 1.4964 -0.1451
H: -0.8019 2.5832 -0.0834
O: 0.4521 1.0800 0.2984
O: 2.4564 -0.0825 0.0188
H: -0.9307 1.2262 -1.2335
O: -0.8377 -1.6639 -0.0120
H: -2.0839 0.1094 0.0042
H: 1.0939 -2.3073 -0.0444
H: -1.0069 -2.6082 0.3133
O: -1.8112 0.9321 0.5340
C: 1.0800 -0.1374 0.1202

SMILES: O/C=C(/O)OCO
HOMO level: -0.27365 Eh

***

This record from OMol25 describes a molecular structure, C29H41N8O6P2Pd. The level of theory is ωB97M-V/def2-TZVPD.

Geometry (Å):
H: 5.3147 -3.3777 -5.2164
H: -5.4747 2.9316 2.8191
O: -1.3785 -1.2350 4.1878
C: -6.4039 0.8929 0.1570
C: 1.4213 -4.0320 3.3020
C: 5.3639 -1.3366 -4.5781
H: 2.9073 -3.4328 -0.8613
C: 2.1719 -2.7979 -0.3914
Pd: -1.0450 0.2369 1.9466
H: 6.4325 0.8709 -5.6939
C: 2.5928 -1.8077 0.5113
H: 1.2472 1.0827 -0.7328
H: 0.9482 -1.0572 4.8866
C: -4.6002 2.7383 2.1931
H: 3.4662 0.7923 3.3122
C: 5.2951 -2.7170 -4.3597
H: -1.2631 5.4455 -1.1769
H: -1.1553 5.0000 0.5424
H: -0.5953 2.2911 -2.8807
N: -4.2507 1.3237 2.2680
H: 5.1638 -4.2743 -2.8967
H: -2.0099 1.3316 -2.3962
O: -1.4662 2.7116 1.5019
C: 5.5357 0.4370 -6.1445
C: 3.9828 -1.5649 0.8711
H: -4.1981 4.6437 -1.5401
H: -2.8315 1.4620 3.8298
P: -1.8876 2.4829 0.1073
C: 5.3523 -0.4637 -3.4955
C: 0.7780 -1.9791 4.3537
H: -1.8727 -3.2591 2.9177
C: -5.0455 -0.7051 -1.0954
N: -0.7080 1.8075 -0.8193
H: 5.4185 0.6050 -3.6410
O: -3.1474 1.4964 -0.1075
O: -2.9937 -0.7250 1.1938
C: 3.2310 0.0815 2.5294
H: -6.5873 1.2612 1.1628
C: -0.0921 -2.1504 -0.0114
C: 1.8749 -0.0354 2.1479
C: 5.1825 -2.3395 -1.9725
H: -4.1706 -1.3464 -1.0109
O: 5.4441 -0.9479 -5.8811
H: -5.9214 -1.3339 -1.2613
P: -3.8450 0.4601 0.9453
H: -4.5057 1.1241 4.3312
C: 1.5806 -1.0411 1.1398
H: -3.7641 3.3519 2.5358
N: 0.2684 -1.2320 0.8565
N: 5.0520 -2.0906 0.2889
H: -3.5153 -0.1523 3.5881
H: -7.2644 0.2955 -0.1470
C: -3.4149 3.8972 -1.7024
N: -0.5011 -2.1417 3.9397
H: 5.2614 -0.2781 -1.3639
H: -6.3227 1.7453 -0.5304
C: 0.6947 1.9845 -0.4592
H: 2.7619 -2.7180 4.3632
O: 0.9517 0.6736 2.6805
H: 5.5932 0.5366 -7.2250
C: 5.2114 -3.2086 -3.0808
H: -0.2041 -5.0445 2.3126
H: -2.8818 4.1653 -2.6221
H: 0.7832 2.1271 0.6160
H: -4.9226 -0.0448 -1.9629
H: -2.5569 5.8969 -0.0509
H: -3.8929 2.9313 -1.8463
H: -0.4191 0.5733 -2.4743
C: -1.8331 5.1166 -0.3005
C: -0.8377 -3.2396 3.2227
C: 5.2622 -0.9610 -2.2038
H: 0.4955 -3.7339 -1.3462
H: -4.8355 3.0299 1.1707
C: 4.2233 -0.6509 1.9321
N: 5.0408 -2.9112 -0.7338
H: 4.6547 0.9717 -5.7789
H: 5.2561 -0.5177 2.2292
H: -1.1591 -2.2463 -0.1856
C: 0.1043 -4.1900 2.8988
C: 1.7471 -2.9066 4.0424
N: -5.2231 0.0467 0.1414
C: -0.9476 1.4938 -2.2153
C: 0.8340 -2.9717 -0.6576
N: -2.5277 3.8628 -0.5559
H: 1.1388 2.8371 -0.9859
H: 2.1754 -4.7592 3.0364
C: -3.7425 0.9108 3.5805

Spin multiplicity: 4
HOMO level (spin up / spin down): -0.21186 / -0.26505 Eh
Expectation value of S²: 3.843

***

This record from OMol25 describes C6H10O in the gas phase. The level of theory is ωB97M-V/def2-TZVPD.

Geometry (Å):
H: -0.8404 1.9507 -1.4673
C: 0.9848 -1.8842 0.5902
C: -0.5722 1.3154 -0.6284
H: -2.3961 0.1375 -0.5501
H: 1.2092 0.2696 -1.5804
H: -2.1764 1.1730 0.8880
H: 1.7139 -2.2383 -0.1471
O: -0.9682 -0.4738 0.8201
H: 0.6103 1.4672 1.2498
C: 0.5765 0.3490 -0.7012
C: 0.6724 1.5711 0.1694
C: -1.6533 0.5690 0.1404
H: 1.5233 -1.4136 1.4177
H: 1.3285 2.3654 -0.1762
H: 0.4396 -2.7538 0.9708
C: 0.0257 -0.9299 -0.0881
H: -0.4775 -1.4742 -0.9074

SMILES: C[C@H]1OC[C@H]2C[C@H]21
HOMO level: -0.35766 Eh

***

Relative energy (zero: lowest compared OMol25 entry of this formula, charge and spin), respectively: 0.000; 1.489; 2.647; 5.660; 0.393; 3.178; 0.000; 0.601 eV.
Total energy, respectively: -107984.4725; -10747.0560; -34456.2778; -13597.1912; -98048.0973; -11395.5153; -77002.2200; -8430.6392 eV.